No. 1
C14H26AlIOP2 | ωB97M-V with the def2-TZVPD basis set

Calculated values
**Frontier orbital gap**: 5.422 eV
**E**: -1846.50277 hartree
**Net charge**: +2
**LUMO energy**: -9.4 eV

Cartesian coordinates (Å):
Al1 0.341 0.703 0.782
P1 -0.821 2.154 -0.876
H1 1.114 3.690 -1.041
H2 1.159 3.170 1.083
C1 2.120 2.902 1.562
H3 2.345 -3.209 1.502
H4 -2.513 2.718 0.751
C2 2.611 3.638 2.649
H5 -2.160 4.119 -0.296
C3 2.258 -2.147 1.232
C4 0.320 3.351 -1.713
C5 2.882 1.817 1.092
P2 0.486 -1.679 1.047
C6 -0.097 -1.816 2.782
H6 -1.736 -0.591 -2.798
C7 -1.833 -1.570 -2.325
C8 3.789 3.262 3.293
C9 -1.713 3.286 0.261
H7 -1.710 1.702 -3.140
H8 -1.253 -3.303 0.460
H9 4.514 0.438 1.450
O1 2.636 0.708 -1.064
C10 4.032 1.372 1.759
H10 -0.241 4.222 -2.078
H11 2.000 4.461 3.025
H12 -1.139 -1.475 2.814
C11 -2.094 2.150 -2.220
H13 2.745 -1.536 1.999
H14 -2.390 3.182 -2.448
H15 5.356 1.798 3.425
H16 -0.044 -2.860 3.123
H17 0.795 2.851 -2.566
H18 0.507 -1.175 3.434
H19 -1.624 -2.400 -3.015
H20 0.235 -4.109 1.026
I1 -3.581 -1.640 -1.255
H21 4.181 3.902 4.106
H22 -1.065 -1.553 -1.508
C12 4.483 2.112 2.858
H23 2.775 -1.984 0.281
H24 -1.046 3.678 1.036
C13 2.243 1.022 0.036
C14 -0.159 -3.286 0.413
H25 0.154 -3.448 -0.624
H26 -2.980 1.592 -1.907

***

No. 2
C35H39Cl2CoN2O4P2S3Te | ωB97M-V with the def2-TZVPD basis set

Calculated values
**Frontier orbital gap (alpha / beta)**: 7.108 / 4.982 eV
**E**: -6216.13287 hartree
**Multiplicity**: 5
**Net charge**: 0
**⟨S²⟩**: 6.018
**LUMO energy (alpha / beta)**: 0.1 / -2.1 eV

Cartesian coordinates (Å):
H1 -1.814 5.782 -0.945
C1 0.347 -2.840 -0.207
C2 -3.310 -2.239 0.830
O1 1.339 2.314 -3.143
H2 1.236 3.239 -4.946
N1 -0.032 1.516 4.718
C3 -0.399 1.836 -4.783
H3 2.690 -5.924 -0.438
H4 1.751 -1.823 4.821
H5 -1.050 2.356 -4.079
H6 -2.870 0.081 -4.398
S1 0.450 1.862 2.158
C4 -2.497 -1.936 3.472
C5 4.659 -2.110 0.947
H7 -0.358 2.567 7.097
C6 -1.659 -1.642 -1.737
C7 -3.789 -2.356 3.188
C8 -3.063 -2.034 -4.116
H8 4.344 -2.415 1.945
H9 -0.372 1.020 7.985
C9 -2.004 -1.848 1.110
C10 -4.874 4.501 -0.301
C11 -2.637 -0.764 -3.761
C12 1.043 2.245 -4.544
C13 0.523 0.945 3.642
C14 1.816 -4.266 -1.494
P1 2.134 1.251 -2.244
C15 -0.639 1.516 7.051
H10 4.733 1.648 -3.076
C16 1.227 -0.870 4.823
C17 -1.612 -1.681 2.437
P2 -0.768 -1.373 -0.154
H11 0.815 -2.551 -2.287
C18 -2.089 -2.920 -2.105
Te1 2.863 -0.562 -3.646
H12 -1.603 0.421 -2.300
H13 -4.189 6.471 -0.809
Cl1 -5.753 2.063 0.375
H14 -5.920 4.774 -0.263
C19 3.571 0.309 1.364
C20 -2.237 3.748 -0.439
H15 -0.697 2.099 -5.799
H16 5.323 2.340 -1.569
C21 0.657 -0.373 5.977
H17 -3.111 -4.110 -3.561
H18 3.682 3.885 -3.644
C22 1.444 -4.726 0.831
C23 0.604 -3.621 0.916
H19 0.133 -3.379 1.859
S2 -2.739 1.129 0.339
H20 4.769 -2.981 0.304
S3 3.382 -1.062 0.215
H21 1.615 -5.336 1.710
C24 4.544 2.415 -2.326
H22 4.617 0.611 1.404
H23 -2.186 -1.781 4.499
C25 -2.782 -3.114 -3.288
H24 1.720 1.542 -5.039
H25 3.207 -0.039 2.333
C26 0.982 -3.164 -1.409
H26 -0.522 0.761 -4.649
C27 -3.909 5.444 -0.619
O2 4.018 -0.628 -1.097
H27 0.700 -0.909 6.916
H28 -3.610 -2.188 -5.038
C28 -3.168 2.768 -0.066
N2 1.179 -0.233 3.655
O3 1.286 0.813 -1.096
Cl2 -0.570 3.300 -0.630
Co1 -0.367 0.992 0.217
C29 2.043 -5.058 -0.374
C30 -2.582 5.062 -0.693
H29 -1.882 -3.762 -1.456
H30 -3.649 -2.308 -0.195
H31 2.282 -4.520 -2.439
C31 0.024 0.863 5.876
H32 5.450 3.966 -3.499
H33 -5.205 -2.813 1.643
H34 -4.486 -2.551 3.994
H35 -1.722 1.473 6.928
C32 -1.933 -0.571 -2.579
H36 4.416 4.561 -2.186
C33 -4.507 3.196 -0.027
O4 3.303 2.144 -1.648
H37 2.940 1.124 1.017
H38 5.589 -1.545 0.975
H39 -0.614 -1.318 2.651
C34 -4.192 -2.503 1.869
C35 4.522 3.794 -2.953

***

No. 3
C21H22F3NO3 | ωB97M-V with the def2-TZVPD basis set

Calculated values
**Frontier orbital gap**: 8.362 eV
**E**: -1393.52680 hartree
**Net charge**: 0
**SMILES string**: COc1ccc(CN2CCC[C@H](C(=O)c3cccc(C(F)(F)F)c3)C2)cc1O
**LUMO energy**: 0.2 eV

Cartesian coordinates (Å):
H1 -0.493 -1.045 -2.289
H2 4.568 -2.284 0.513
H3 1.917 -3.263 -1.563
C1 -4.684 -1.668 0.139
C2 -1.365 -2.916 0.958
C3 4.014 -2.221 -0.430
F1 -1.704 1.534 -2.089
C4 2.940 0.460 -0.266
H4 4.781 1.062 -1.222
C5 -2.039 -1.572 -0.923
H5 -2.362 3.230 1.447
H6 0.500 1.453 -1.169
C6 0.941 2.720 1.944
C7 -1.016 2.322 0.050
O1 3.588 2.312 1.098
H7 2.358 0.496 -1.191
C8 -0.358 3.114 2.210
H8 4.127 -1.081 -2.264
C9 -2.097 2.174 -0.981
H9 1.727 2.884 2.666
H10 5.674 -1.288 -1.444
C10 -0.067 -2.922 0.485
C11 1.271 2.101 0.740
O2 -1.673 -3.572 2.107
C12 4.418 0.248 -0.591
H11 2.997 -0.776 1.510
H12 1.790 -1.554 -2.012
C13 -1.346 2.918 1.262
H13 -2.790 -1.047 -1.490
H14 0.691 -3.448 1.041
F2 -2.576 3.366 -1.385
C14 0.265 -2.246 -0.685
H15 1.374 -0.627 0.807
F3 -3.164 1.497 -0.511
H16 -4.836 -2.092 -0.858
C15 0.278 1.903 -0.214
H17 -5.567 -1.853 0.749
N1 2.621 -2.010 -0.091
C16 2.433 -0.749 0.573
C17 -0.726 -1.573 -1.376
C18 4.612 -1.097 -1.286
H18 -2.622 -3.465 2.262
H19 4.106 -3.181 -0.943
H20 -0.601 3.582 3.151
H21 -4.516 -0.591 0.058
O3 -3.621 -2.305 0.808
C19 1.688 -2.265 -1.175
C20 2.700 1.702 0.544
H22 4.989 0.273 0.340
C21 -2.368 -2.234 0.244

***

No. 4
C2H6N2S | ωB97M-V with the def2-TZVPD basis set

Calculated values
**Frontier orbital gap**: 9.933 eV
**E**: -587.43883 hartree
**Net charge**: 0
**SMILES string**: N/N=C\CS
**LUMO energy**: 0.7 eV

Cartesian coordinates (Å):
H1 -2.268 -1.086 0.494
H2 -0.455 0.318 1.345
H3 0.553 -1.433 0.236
C1 -0.727 0.684 0.345
N1 1.495 0.175 -0.613
H4 0.464 1.988 -0.904
H5 -1.345 1.617 0.545
S1 -1.666 -0.485 -0.535
H6 1.926 -1.706 -0.506
N2 1.528 -1.015 0.076
C2 0.495 0.943 -0.484

***

No. 5
C5H12S2 | ωB97M-V with the def2-TZVPD basis set

Calculated values
**Frontier orbital gap**: 9.334 eV
**E**: -994.02993 hartree
**Net charge**: 0
**SMILES string**: CC(C)(C)SCS
**LUMO energy**: 0.8 eV

Cartesian coordinates (Å):
H1 0.796 -1.240 -2.143
H2 -1.399 -1.020 0.016
H3 0.103 -1.391 1.898
H4 -1.733 -0.134 -1.493
C1 0.008 -0.445 2.336
H5 1.596 1.479 -1.798
H6 0.423 -1.868 -0.723
C2 0.482 1.477 -1.606
H7 -0.030 1.407 -2.495
H8 0.263 2.401 -1.095
S1 0.779 0.670 1.067
C3 0.160 0.254 -0.769
H9 -1.795 0.833 -0.039
H10 1.832 -0.924 -0.727
S2 1.220 -0.545 3.729
C4 -1.307 -0.045 -0.502
H11 -1.043 -0.182 2.731
H12 1.730 0.649 3.718
C5 0.864 -0.998 -1.098

***

No. 6
C4H13NO3 | ωB97M-V with the def2-TZVPD basis set

Calculated values
**Frontier orbital gap**: 9.775 eV
**E**: -440.63394 hartree
**Net charge**: 0
**SMILES string**: CN(C)CC=O.O.O
**LUMO energy**: 0.3 eV

Cartesian coordinates (Å):
H1 -0.095 -0.907 -1.609
C1 -1.525 -1.069 0.082
H2 -0.804 0.873 1.642
H3 2.200 4.822 0.066
H4 0.530 0.530 -0.929
C2 -0.381 -0.070 1.980
H5 -2.004 -0.098 0.154
C3 -1.117 -1.239 -1.374
O1 0.599 1.382 -1.373
O2 -1.789 -1.814 -2.183
C4 0.123 -2.316 1.311
H6 0.072 -2.979 0.445
H7 -0.556 -2.674 2.092
N1 -0.271 -0.984 0.863
H8 1.157 -2.331 1.613
H9 1.280 1.899 -0.912
H10 3.235 3.960 0.732
H11 -2.161 -1.891 0.401
H12 -1.057 -0.430 2.766
O3 3.156 4.739 0.167
H13 0.594 0.160 2.411

***

No. 7
C33H38IrN4P2 | ωB97M-V with the def2-TZVPD basis set

Calculated values
**Frontier orbital gap (alpha / beta)**: 5.431 / 4.885 eV
**E**: -2284.84012 hartree
**Multiplicity**: 2
**Net charge**: +4
**⟨S²⟩**: 1.168
**LUMO energy (alpha / beta)**: -13.6 / -14.1 eV

Cartesian coordinates (Å):
C1 -3.013 0.460 3.272
C2 2.639 0.430 -0.535
H1 4.536 -0.145 -3.295
C3 -3.101 0.332 -1.955
C4 -0.570 0.059 -8.097
H2 3.286 1.545 1.212
C5 -0.542 -1.387 -4.613
C6 0.924 -2.848 0.247
C7 -0.679 -1.287 -5.971
H3 0.787 3.000 1.870
H4 0.392 -2.276 6.452
C8 2.116 -1.722 2.040
C9 1.018 -0.227 6.608
C10 3.543 1.175 0.228
C11 0.633 2.424 0.960
H5 -4.084 -1.337 -0.998
H6 1.514 1.864 6.503
C12 0.698 1.158 4.661
C13 -3.552 3.112 2.622
C14 2.474 -2.959 2.552
H7 -0.323 -2.063 4.099
C15 -4.533 2.310 3.218
C16 -0.036 1.014 -5.819
H8 2.427 -5.086 2.278
H9 1.351 -0.328 7.632
C17 0.490 -1.326 5.944
P1 -0.564 0.288 2.397
H10 3.087 -3.010 3.443
H11 0.324 -2.809 -0.661
H12 -3.954 0.995 -1.807
H13 0.177 1.978 -6.263
H14 1.475 2.608 0.299
C18 0.084 0.860 -4.464
H15 -1.668 1.767 -2.474
Ir1 -0.329 -0.370 -1.779
H16 -0.011 -0.733 -8.601
H17 5.517 1.990 0.291
N1 -0.170 -0.328 -3.845
H18 -1.847 1.556 -0.856
C19 4.800 1.427 -0.293
C20 -4.254 0.990 3.559
H19 -3.015 -0.406 0.055
C21 2.994 -0.048 -1.807
C22 -0.431 -0.069 -6.623
N2 -1.812 1.062 -1.749
H20 -1.574 3.259 1.896
H21 0.760 2.130 4.186
C23 -2.313 2.595 2.309
N3 -1.981 -1.688 -1.235
C24 1.334 -1.668 0.881
H22 2.465 -0.817 2.521
C25 -2.019 1.249 2.632
C26 0.076 -1.203 4.625
C27 5.157 0.941 -1.549
H23 2.292 -0.646 -2.391
C28 0.183 0.038 3.999
H24 -5.511 2.725 3.425
H25 -0.973 -2.163 -6.536
H26 0.973 -4.993 0.285
C29 2.086 -4.128 1.905
H27 -1.822 -2.336 -0.463
P2 1.072 -0.095 0.080
C30 1.121 1.008 5.971
H28 -1.615 -0.088 -8.388
H29 -5.001 0.386 4.056
H30 -3.133 -0.023 -2.987
H31 -0.273 2.766 0.465
H32 -2.796 -0.566 3.549
H33 -0.702 -2.333 -4.108
N4 0.579 0.972 1.290
H34 -2.176 -2.272 -2.049
C31 4.252 0.220 -2.318
H35 0.418 1.680 -3.838
H36 -0.238 1.026 -8.464
H37 6.161 1.104 -1.919
H38 -3.758 4.156 2.426
C32 1.294 -4.077 0.764
C33 -3.136 -0.801 -0.957

***

No. 8
C37H30AsBeCl2N2O8P | ωB97M-V with the def2-TZVPD basis set

Calculated values
**Frontier orbital gap**: 8.896 eV
**E**: -5651.55575 hartree
**Net charge**: 0
**LUMO energy**: 0.0 eV

Cartesian coordinates (Å):
H1 0.078 -2.090 -3.691
H2 1.839 -1.504 1.470
H3 -0.626 1.824 -5.296
C1 -0.374 -1.466 -4.473
C2 2.222 4.393 -3.636
C3 3.473 4.076 -4.180
H4 -1.467 0.473 -1.801
O1 1.736 2.809 5.228
Cl1 -3.521 -3.125 4.128
O2 0.991 1.268 3.614
Be1 -0.440 1.240 2.999
C4 -2.827 0.620 3.757
C5 -0.596 -2.061 3.713
O3 -5.782 0.985 3.974
C6 2.991 1.712 -3.989
H5 4.166 4.836 -4.516
H6 0.837 -4.029 1.372
H7 -0.604 -3.458 -1.826
H8 -4.024 -1.887 0.195
H9 0.493 3.633 -2.699
C7 1.405 3.358 -3.198
H10 -1.266 -2.849 1.855
H11 -1.868 0.875 -7.138
O4 0.105 1.188 5.855
C8 3.902 1.227 -0.374
C9 -1.033 -2.720 -1.140
H12 -5.087 1.659 3.685
C10 -0.854 -0.763 0.271
C11 -0.547 1.885 -0.435
H13 2.618 -4.079 3.137
N1 -1.713 -1.214 3.901
C12 -5.282 -0.269 4.046
C13 1.803 0.467 0.559
H14 -2.105 -1.608 -7.388
C14 -0.253 -1.731 -0.557
C15 -3.789 -0.388 3.945
C16 0.700 -3.525 2.346
C17 -1.056 -2.050 -5.536
H15 4.767 2.520 -4.899
C18 -2.399 -2.751 -0.889
H16 0.818 -1.702 -0.743
Cl2 1.286 1.453 5.094
C19 -2.198 -0.851 0.582
H17 -1.528 2.293 -0.086
N2 -1.624 0.110 3.715
C20 1.562 -2.706 4.416
O5 -1.577 2.441 3.068
O6 2.306 0.494 5.401
C21 0.429 -1.958 4.618
H18 -1.154 -3.114 -5.556
O7 -3.812 2.754 3.291
H19 4.149 -1.951 0.898
C22 -2.960 -1.850 0.010
H20 0.126 2.747 -0.379
As1 0.795 0.431 -2.770
C23 -3.031 -1.559 3.994
H21 1.939 5.424 -3.515
C24 1.760 2.005 -3.361
H22 2.115 2.369 -0.436
H23 5.539 -0.199 -0.299
C25 -0.465 -2.829 2.551
C26 -1.570 -1.200 -6.543
C27 1.701 -3.506 3.292
H24 -3.063 -3.479 -1.300
C28 2.416 -0.753 0.930
C29 3.748 -0.985 0.622
C30 -1.424 0.204 -6.439
C31 -2.782 2.095 3.339
H25 0.392 -1.285 5.460
H26 -1.193 2.072 -2.474
H27 3.315 0.688 -4.132
P1 0.038 0.710 0.871
C32 3.805 2.755 -4.421
C33 2.550 1.444 -0.121
H28 -2.696 -0.102 1.178
H29 4.520 1.976 -0.839
H30 2.334 -2.625 5.150
C34 -0.754 1.294 -1.847
C35 4.485 0.028 -0.043
C36 -0.736 0.738 -5.365
O8 -5.956 -1.253 4.194
C37 -0.222 -0.103 -4.391

***

No. 9
C22H23BrF3N5O2S4V | ωB97M-V with the def2-TZVPD basis set

Calculated values
**Frontier orbital gap (alpha / beta)**: 6.415 / 6.931 eV
**E**: -6686.24577 hartree
**Multiplicity**: 2
**Net charge**: +2
**⟨S²⟩**: 0.764
**LUMO energy (alpha / beta)**: -8.0 / -7.5 eV

Cartesian coordinates (Å):
H1 1.785 -0.674 3.278
C1 -0.609 -2.644 -2.999
H2 -0.051 0.433 3.821
H3 0.230 -3.823 -0.013
H4 2.959 1.817 -0.584
F1 1.781 6.533 -3.043
H5 -0.378 -1.371 3.051
C2 2.137 6.249 -1.788
S1 -2.391 0.819 1.894
H6 1.522 -2.578 2.479
H7 -2.510 -0.492 3.897
O1 -3.022 1.207 -2.046
H8 -0.998 2.871 -1.204
F2 1.514 7.101 -0.969
C3 2.246 2.587 -0.846
C4 -2.679 -2.533 -4.168
H9 -0.234 -4.093 1.661
H10 2.968 0.634 3.316
N1 -0.858 -1.546 -2.319
C5 1.734 4.823 -1.452
H11 -3.384 -2.926 -4.888
H12 3.733 4.101 -1.091
N2 3.279 -0.230 -3.603
H13 0.499 2.103 3.941
C6 -1.385 1.888 2.941
S2 -1.007 -2.002 0.818
C7 0.002 1.381 3.291
O2 -1.161 0.589 -0.944
Br1 1.064 -3.480 -2.726
C8 2.454 -0.120 -2.739
H14 -1.913 2.070 3.879
H15 -1.231 -4.101 -4.452
H16 3.865 -1.377 2.119
C9 4.538 0.008 -3.920
C10 0.038 3.174 -1.190
C11 3.191 -0.674 1.628
N3 1.563 -0.095 -1.922
H17 -0.370 5.201 -1.718
H18 3.815 0.024 1.069
H19 -1.568 -2.674 3.021
N4 5.634 0.206 -4.208
C12 -2.178 0.399 -1.898
H20 -3.395 -1.190 2.554
C13 -2.945 -1.345 -3.494
C14 0.176 -3.357 0.968
H21 2.254 -3.751 1.379
N5 0.949 2.233 -0.885
C15 2.337 0.034 2.661
V1 0.424 0.252 -0.591
H22 -3.843 -0.770 -3.666
H23 -1.339 2.842 2.414
C16 2.679 3.863 -1.126
C17 -2.000 -0.907 -2.591
C18 -1.305 -1.707 2.588
S3 2.232 -1.595 0.399
C19 0.395 4.476 -1.477
C20 1.552 -2.920 1.446
F3 3.452 6.422 -1.666
C21 -2.449 -0.728 2.834
S4 1.146 1.160 1.882
C22 -1.488 -3.191 -3.931

***

No. 10
C5H14N2OPS2 | ωB97M-V with the def2-TZVPD basis set

Calculated values
**Frontier orbital gap**: 9.026 eV
**E**: -1521.17168 hartree
**Net charge**: +1
**SMILES string**: CCN(/C=[NH+]/[P@@](O)(=S)S)CC
**LUMO energy**: -3.5 eV

Cartesian coordinates (Å):
P1 -3.216 0.074 0.303
C1 2.505 1.266 -1.278
C2 1.577 -1.072 1.857
C3 1.615 -1.016 0.301
H1 3.086 0.350 -1.731
H2 0.397 1.838 -1.092
H3 2.835 1.506 -0.175
H4 1.343 -2.012 2.159
H5 0.808 0.740 -2.365
H6 -3.205 -0.738 2.457
N1 0.591 0.022 -0.356
H7 2.612 -0.872 -0.107
H8 2.587 -0.861 2.311
C4 1.023 0.985 -1.350
S1 -3.483 -1.505 -1.116
H9 -1.583 1.496 -0.736
H10 0.787 -0.460 2.287
S2 -4.554 1.605 0.406
O1 -2.688 -0.609 1.653
H11 1.238 -1.898 -0.073
N2 -1.682 0.588 -0.268
H12 -3.900 -0.648 -1.975
C5 -0.653 -0.104 0.073
H13 2.797 2.077 -2.084
H14 -0.836 -0.754 0.897

***

Repeat the fifth record exactly.
C5H12S2 | ωB97M-V with the def2-TZVPD basis set

Calculated values
**Frontier orbital gap**: 9.334 eV
**E**: -994.02993 hartree
**Net charge**: 0
**SMILES string**: CC(C)(C)SCS
**LUMO energy**: 0.8 eV

Cartesian coordinates (Å):
H1 0.796 -1.240 -2.143
H2 -1.399 -1.020 0.016
H3 0.103 -1.391 1.898
H4 -1.733 -0.134 -1.493
C1 0.008 -0.445 2.336
H5 1.596 1.479 -1.798
H6 0.423 -1.868 -0.723
C2 0.482 1.477 -1.606
H7 -0.030 1.407 -2.495
H8 0.263 2.401 -1.095
S1 0.779 0.670 1.067
C3 0.160 0.254 -0.769
H9 -1.795 0.833 -0.039
H10 1.832 -0.924 -0.727
S2 1.220 -0.545 3.729
C4 -1.307 -0.045 -0.502
H11 -1.043 -0.182 2.731
H12 1.730 0.649 3.718
C5 0.864 -0.998 -1.098

***

Number 1 is which compound? C14H26AlIOP2

***

Number 6 is which compound? C4H13NO3